The following is a quantum chemistry calculation of a structure of composition C45H53FeN4O3S3Si2, from the Open Molecules 2025 dataset.

Output
Energy above the lowest of the compared OMol25 structures with the same formula, charge and spin = 1.0281 eV
Electronic energy = -142279.6669 eV
Multiplicity = 6
Charge = -2
HOMO (alpha / beta) = -0.1403 / -1.7282 eV

Each line ends with the Mulliken charge.
CARTESIAN COORDINATES (ANGSTROEM)
Fe (-0.004, 0.824, -0.215)  1.1158
N (1.419, 2.671, -0.330)  -0.3701
C (0.817, 4.009, -0.373)  -0.7771
C (-0.254, 4.173, 0.699)  -0.3197
C (-1.595, 3.554, 0.282)  0.3645
O (-2.601, 4.269, 0.311)  -0.8332
O (-1.547, 2.335, -0.089)  -0.4653
H (1.929, 2.540, 0.540)  0.0493
H (2.067, 2.544, -1.099)  0.1651
H (0.375, 4.137, -1.364)  0.3475
H (1.579, 4.789, -0.252)  0.5041
H (-0.423, 5.230, 0.905)  0.4287
H (0.088, 3.692, 1.623)  0.0201
N (7.012, -0.043, 7.400)  -0.5977
C (6.230, -0.009, 6.558)  -0.0777
C (5.251, 0.036, 5.501)  0.5975
C (4.654, 1.245, 5.153)  -1.0322
C (3.706, 1.278, 4.148)  -0.1869
C (3.341, 0.119, 3.464)  0.3462
C (3.948, -1.085, 3.822)  -0.1382
C (4.892, -1.132, 4.832)  -0.9700
C (2.306, 0.164, 2.395)  1.1968
C (1.050, 0.706, 2.759)  -1.2232
C (0.593, 0.977, 4.076)  -0.6697
C (-0.746, 1.302, 3.972)  -1.7185
C (-1.057, 1.235, 2.600)  -1.1436
N (0.000, 0.876, 1.873)  2.0912
C (2.619, -0.391, 1.168)  -1.2530
C (3.875, -0.956, 0.742)  -1.3088
C (3.659, -1.483, -0.497)  -1.8294
C (2.285, -1.220, -0.810)  -0.1383
N (1.687, -0.543, 0.142)  1.7209
H (4.940, 2.152, 5.668)  0.4346
H (3.249, 2.218, 3.867)  0.4532
H (3.643, -1.995, 3.322)  0.6371
H (5.347, -2.072, 5.114)  0.4554
H (1.166, 0.888, 4.986)  0.6325
H (-1.420, 1.571, 4.771)  0.4523
H (-1.999, 1.449, 2.117)  0.5814
H (4.802, -0.952, 1.293)  0.6653
H (4.372, -1.991, -1.127)  0.6404
H (1.746, -1.493, -1.707)  0.1654
C (2.327, -4.645, 1.616)  -1.7245
C (1.551, -4.995, 0.339)  2.3483
C (0.886, -6.371, 0.500)  -2.0078
C (2.508, -5.037, -0.854)  -1.1361
C (0.492, -3.988, 0.138)  -0.5145
C (-0.383, -3.180, -0.037)  -1.3849
H (3.118, -5.381, 1.788)  0.5534
H (1.663, -4.638, 2.484)  0.2760
H (2.782, -3.657, 1.525)  0.0488
H (1.649, -7.139, 0.659)  0.4893
H (0.322, -6.620, -0.399)  0.3249
H (0.203, -6.373, 1.353)  0.3218
H (3.269, -5.807, -0.689)  0.4575
H (3.007, -4.076, -0.979)  0.0114
H (1.978, -5.250, -1.780)  0.0584
C (-3.784, -1.429, 1.958)  -1.1564
Si (-2.325, -2.567, 1.638)  0.5093
C (-1.062, -2.280, 2.998)  -0.1409
C (-2.862, -4.364, 1.731)  -1.0515
C (-1.447, -2.184, 0.002)  2.8213
Si (-2.533, -1.964, -1.561)  0.0796
C (-3.732, -3.432, -1.573)  -1.4801
C (-1.792, -2.060, -3.282)  -1.0744
C (-3.634, -0.469, -1.307)  -0.4948
H (-3.963, -1.343, 3.034)  0.3787
H (-4.698, -1.796, 1.486)  0.3007
H (-3.588, -0.428, 1.568)  0.2187
H (-1.443, -2.602, 3.972)  0.5218
H (-0.796, -1.220, 3.070)  -0.1604
H (-0.151, -2.840, 2.777)  -0.2093
H (-2.953, -4.677, 2.776)  0.3362
H (-2.107, -4.992, 1.251)  0.2100
H (-3.816, -4.544, 1.234)  0.3193
H (-0.991, -1.203, 0.194)  -0.7187
H (-3.196, -4.385, -1.604)  0.2699
H (-4.359, -3.376, -2.469)  0.4035
H (-4.395, -3.434, -0.704)  0.2843
H (0.315, -1.843, -3.146)  -0.1616
H (-2.613, -1.723, -3.926)  0.4399
H (-1.651, -3.127, -3.486)  0.3921
H (-4.452, -0.708, -0.623)  0.4567
H (-4.073, -0.183, -2.266)  0.3420
H (-3.107, 0.405, -0.923)  -0.2992
O (-0.428, 0.207, -1.968)  0.4823
C (-0.410, 0.137, -3.346)  2.5680
C (-0.479, -1.379, -3.737)  1.3040
C (-0.223, -1.631, -5.200)  -0.4422
C (0.132, -2.793, -5.845)  -1.1107
C (0.415, -4.103, -5.422)  -0.5342
S (0.361, -4.795, -3.863)  -0.3530
C (0.898, 0.762, -3.854)  -0.0106
C (2.074, 0.825, -3.167)  -0.6581
C (3.122, 1.487, -3.865)  -1.3057
C (2.720, 1.939, -5.085)  -0.6648
S (1.081, 1.548, -5.380)  -0.0863
C (-1.575, 0.987, -3.904)  -0.4633
C (-2.090, 2.077, -3.271)  -0.6161
C (-3.111, 2.739, -4.007)  -0.6387
C (-3.357, 2.143, -5.205)  -0.6709
S (-2.354, 0.773, -5.437)  -0.0165
H (-0.359, -0.789, -5.867)  -0.0020
H (0.230, -2.670, -6.926)  0.2049
H (0.716, -4.774, -6.227)  0.2351
H (2.187, 0.393, -2.182)  0.6579
H (4.123, 1.613, -3.473)  0.4137
H (3.295, 2.469, -5.827)  0.4099
H (-1.778, 2.361, -2.276)  -0.0455
H (-3.638, 3.608, -3.639)  0.4292
H (-4.077, 2.419, -5.961)  0.4425

Forces on the atoms, in the same order (eV/Å):
-0.0535 0.7133 -0.6789
-0.0985 -0.3058 0.0760
-0.0254 0.0151 0.0000
-0.0058 0.0252 -0.0140
0.0231 -0.0798 -0.0402
0.0327 -0.0390 0.0494
-0.1174 -0.1221 -0.0126
0.0765 0.0425 -0.0317
0.0331 -0.0888 -0.0566
0.0022 -0.0127 0.0019
0.0228 -0.0086 -0.0181
0.0362 0.0114 0.0042
-0.0218 0.0179 0.0160
0.0350 -0.0003 0.0383
-0.1014 0.0120 -0.1263
0.0346 -0.0145 0.0488
0.0157 0.0438 -0.0002
0.0761 0.0706 -0.1125
0.0309 0.0335 0.0309
-0.1181 -0.0629 0.0761
0.0145 -0.0326 0.0055
-0.0720 -0.0599 0.0202
-0.0136 -0.1770 0.0495
-0.0072 -0.0165 -0.0135
0.0336 0.1006 -0.0615
-0.0178 0.0849 0.0661
-0.1059 0.0907 0.4877
0.1100 0.1515 0.0011
-0.0751 0.0124 -0.0232
-0.0084 -0.0237 -0.0158
0.0010 -0.1317 0.2031
0.1598 -0.1300 -0.0457
-0.0096 -0.0001 0.0071
-0.0390 -0.0110 0.0321
0.0187 0.0011 -0.0302
-0.0044 -0.0051 -0.0103
0.0394 0.0092 -0.0313
-0.0174 -0.0395 -0.0114
0.0191 0.0389 -0.0109
-0.0231 -0.0100 0.0373
-0.0296 -0.0273 -0.0184
0.0412 -0.1267 0.0978
0.0036 -0.0120 0.0385
-0.1500 -0.0199 0.0449
0.0254 0.0005 -0.0095
0.0213 0.0260 -0.0155
0.0253 -0.0820 -0.2234
0.0572 0.1967 0.1252
0.0040 0.0032 0.0015
-0.0013 -0.0007 -0.0022
0.0044 0.0236 -0.0318
-0.0040 0.0007 0.0042
0.0017 0.0005 0.0031
0.0041 0.0030 -0.0086
0.0065 0.0088 0.0111
0.0131 -0.0011 0.0251
-0.0296 -0.0072 -0.0475
-0.0419 0.0147 -0.0052
0.1459 0.0758 0.1147
0.0591 0.0585 -0.0093
-0.0181 -0.0490 -0.0311
-0.1135 -0.1042 -0.1389
-0.0634 -0.2080 0.0227
0.0365 -0.0531 0.0060
0.2639 0.2442 0.0762
0.0293 0.1015 0.0848
-0.0096 -0.0282 -0.0107
-0.0062 0.0220 -0.0079
-0.0021 0.0029 0.0384
-0.0119 0.0012 -0.0056
-0.0471 -0.1900 0.0159
-0.0009 -0.0233 0.0186
-0.0120 0.0161 -0.0125
-0.0070 -0.0010 0.0231
-0.0177 -0.0009 -0.0157
0.0448 -0.0741 -0.0122
-0.0049 0.0292 -0.0021
0.0150 -0.0083 0.0039
-0.0096 0.0074 0.0032
0.0653 -0.0311 -0.0535
-0.0533 -0.0305 -0.0677
-0.0148 0.0122 0.0024
0.0027 0.0093 -0.0354
0.0005 0.0167 -0.0521
0.0521 0.0757 -0.0165
0.0073 -0.0687 0.1339
-0.2169 -0.1187 0.1414
-0.1398 -0.0111 -0.0556
-0.0073 0.0771 -0.0141
0.0191 0.0069 -0.0498
0.0202 -0.1234 0.0452
0.0450 0.0272 0.0653
0.0471 0.0835 -0.1174
0.1319 -0.0134 0.1270
-0.0490 -0.0111 -0.0288
-0.0010 -0.0063 -0.0316
-0.0827 0.0238 0.0606
0.1015 -0.1156 -0.0659
-0.0477 -0.0210 0.0928
0.0072 0.0013 0.0325
0.0301 -0.0097 -0.0285
0.0376 -0.0690 0.0555
0.0246 0.0397 0.0210
0.0083 0.0048 0.0113
-0.0336 0.0361 -0.0337
-0.0387 0.3068 -0.2586
-0.0080 0.0053 -0.0074
0.0147 -0.0061 0.0164
-0.0140 -0.0108 0.0328
-0.0065 -0.0120 -0.0124
-0.0035 0.0092 0.0334

The following is a quantum chemistry calculation of a structure of composition C45H54BCeF4N6P2, from the Open Molecules 2025 dataset.

Output
Electronic energy = -99537.2678 eV
Multiplicity = 1
Charge = +1
HOMO (alpha / beta) = -9.1463 / -9.0209 eV

Each line ends with the Mulliken charge.
CARTESIAN COORDINATES (ANGSTROEM)
Ce (-0.661, 0.019, -0.045)  -0.5427
C (0.554, -3.016, -3.604)  -1.4296
C (1.140, -1.622, -3.796)  0.3051
C (0.251, -0.775, -4.706)  -1.4812
P (1.319, -0.712, -2.160)  1.5143
C (2.463, 0.703, -2.693)  0.7788
C (3.078, 1.285, -1.424)  -2.0188
C (3.571, 0.365, -3.686)  -1.6984
C (2.464, -1.743, -1.185)  -0.4663
C (3.436, -2.537, -1.782)  -0.3828
C (4.370, -3.231, -1.036)  -1.1717
C (4.337, -3.108, 0.347)  -1.0507
C (3.371, -2.349, 0.964)  -0.3070
C (2.372, -1.661, 0.236)  -0.1573
N (1.424, -0.856, 0.806)  1.0604
C (1.203, -0.896, 2.177)  0.1587
C (1.160, -2.075, 2.939)  -0.0611
C (1.012, -2.028, 4.310)  -1.3513
C (0.906, -0.814, 4.972)  -1.0868
C (0.909, 0.364, 4.245)  -0.5714
C (1.023, 0.336, 2.863)  -0.0847
P (1.198, 1.834, 1.816)  1.2835
C (2.969, 2.217, 2.383)  0.4128
C (3.546, 3.419, 1.643)  -1.3519
C (3.914, 1.028, 2.264)  -1.2128
C (0.362, 3.247, 2.785)  0.3308
C (0.017, 4.336, 1.765)  -1.4697
C (-0.897, 2.896, 3.590)  -1.5917
H (0.492, -3.529, -4.565)  0.5675
H (1.179, -3.611, -2.941)  0.2639
H (-0.445, -2.957, -3.181)  0.1996
H (2.125, -1.729, -4.261)  0.7422
H (-0.705, -0.569, -4.226)  0.1036
H (0.727, 0.177, -4.932)  0.3343
H (0.058, -1.291, -5.647)  0.4860
H (1.797, 1.455, -3.138)  0.5871
H (3.851, 0.612, -1.056)  0.2144
H (3.539, 2.253, -1.621)  0.8135
H (2.315, 1.392, -0.645)  0.1739
H (4.161, -0.474, -3.324)  0.3147
H (3.183, 0.131, -4.674)  0.3718
H (4.240, 1.219, -3.786)  0.4866
H (3.465, -2.623, -2.858)  0.4478
H (5.125, -3.832, -1.519)  0.4805
H (5.077, -3.613, 0.951)  0.4217
H (3.400, -2.254, 2.040)  0.5139
H (1.243, -3.028, 2.438)  0.4611
H (0.985, -2.954, 4.867)  0.4160
H (0.831, -0.787, 6.048)  0.4387
H (0.859, 1.310, 4.766)  0.5036
H (2.897, 2.460, 3.452)  0.6325
H (3.615, 3.215, 0.577)  0.1805
H (2.939, 4.308, 1.795)  0.3353
H (4.549, 3.634, 2.010)  0.4704
H (3.978, 0.672, 1.239)  0.0224
H (4.910, 1.326, 2.592)  0.6255
H (3.586, 0.207, 2.896)  0.1157
H (1.119, 3.648, 3.470)  1.0796
H (-0.396, 5.207, 2.273)  0.5089
H (0.897, 4.654, 1.206)  0.2150
H (-0.732, 3.960, 1.069)  0.1429
H (-1.063, 1.824, 3.667)  0.2025
H (-0.828, 3.301, 4.599)  0.2664
H (-1.779, 3.326, 3.122)  0.5439
N (-0.493, 4.539, -1.822)  0.2358
C (-0.010, 3.346, -1.412)  -1.1551
N (-0.620, 2.217, -1.524)  0.7047
C (-1.857, 2.199, -2.190)  0.1023
N (-2.466, 1.102, -2.518)  -1.5473
N (-1.953, -0.059, -2.033)  1.7197
C (-2.663, -1.134, -2.281)  -1.6979
C (-2.313, -2.376, -1.682)  1.2520
C (-3.018, -3.552, -2.021)  -0.8812
C (-2.633, -4.756, -1.493)  -0.9882
C (-1.549, -4.773, -0.603)  -1.0989
C (-0.934, -3.585, -0.279)  -0.2840
N (-1.298, -2.388, -0.756)  1.8092
C (-2.517, 3.462, -2.471)  0.8638
C (-3.855, 3.539, -2.851)  -0.7618
C (-4.465, 4.768, -2.997)  -0.9149
C (-3.755, 5.940, -2.770)  -0.4963
C (-2.423, 5.887, -2.401)  -0.9295
C (-1.813, 4.652, -2.243)  0.2622
H (0.022, 5.393, -1.667)  0.3662
H (0.985, 3.361, -0.979)  0.6488
H (-3.543, -1.088, -2.923)  0.3935
H (-3.844, -3.475, -2.713)  0.5264
H (-3.157, -5.667, -1.745)  0.4922
H (-1.196, -5.702, -0.185)  0.5759
H (-0.101, -3.571, 0.415)  -0.0399
H (-4.390, 2.615, -2.998)  0.5116
H (-5.505, 4.825, -3.272)  0.4324
H (-4.247, 6.897, -2.852)  0.4439
H (-1.863, 6.793, -2.211)  0.4212
F (-3.461, 0.900, 0.024)  -0.2164
B (-3.103, 1.856, 0.965)  0.0404
F (-3.093, 3.111, 0.438)  -0.2467
F (-3.794, 1.742, 2.114)  -0.3280
F (-1.674, 1.511, 1.225)  0.0896
C (-2.450, -1.551, 1.468)  -1.2251
C (-2.643, -2.797, 2.108)  -0.5787
C (-3.519, -3.778, 1.587)  -0.2649
C (-3.716, -4.977, 2.236)  -0.8528
C (-3.030, -5.269, 3.408)  -0.6048
C (-2.161, -4.323, 3.939)  -0.7296
C (-1.978, -3.113, 3.315)  -0.1076
H (-2.008, -0.774, 2.108)  0.6038
H (-3.259, -1.250, 0.809)  0.7591
H (-4.072, -3.558, 0.684)  0.5968
H (-4.415, -5.694, 1.830)  0.4388
H (-3.181, -6.210, 3.915)  0.4193
H (-1.633, -4.534, 4.859)  0.4574
H (-1.335, -2.365, 3.757)  0.7418

Forces on the atoms, in the same order (eV/Å):
1.1580 -1.9867 0.9498
0.1851 0.0664 0.0456
-0.3964 0.0357 0.3391
0.1823 0.0173 0.0545
1.2308 -0.2149 -0.9470
-0.2936 0.0575 0.1895
-0.2634 -0.0063 -0.0618
-0.3066 -0.0519 0.0474
-0.4614 0.0720 0.4968
0.0767 -0.0504 -0.0097
0.0920 -0.0242 0.0011
0.0656 -0.0997 -0.2344
-0.3624 0.3661 0.1969
1.0595 -0.5340 -0.8893
-1.3191 0.1043 -0.6549
-0.0555 0.3375 1.1119
-0.1251 0.1575 -0.1526
0.1492 -0.0283 -0.1305
0.0484 0.1427 0.0759
-0.0656 -0.2102 0.2128
-0.1345 -0.1602 -0.8845
0.4507 0.6932 1.4564
0.1367 -0.0736 -0.3837
-0.1447 0.0016 0.1832
-0.1383 0.0139 0.0531
0.0431 -0.2048 -0.3243
0.1716 -0.0521 0.0837
-0.0408 -0.1305 0.0079
-0.0293 -0.0142 -0.0336
-0.0452 -0.1167 0.0514
-0.0914 -0.0946 -0.0216
-0.0718 0.1435 0.2162
-0.0603 0.0175 -0.0619
-0.0410 0.1308 -0.0993
0.0192 -0.0116 -0.0342
0.0029 -0.0931 0.0285
0.0386 -0.0215 0.1321
0.0173 0.0586 -0.0182
0.2154 0.0942 0.0772
0.1176 -0.0841 -0.0086
0.0280 -0.0530 -0.0986
0.0160 0.0589 -0.0037
0.0169 0.0069 -0.0970
0.0133 -0.0631 -0.0452
0.0489 -0.0150 0.0481
-0.0094 -0.0217 0.0162
0.0404 -0.0990 -0.0200
0.0043 -0.0782 0.0782
-0.0245 0.0091 0.1131
-0.0753 0.0287 0.0095
-0.2341 -0.0182 -0.1637
0.0255 0.0069 -0.1561
-0.0103 0.1615 -0.0366
0.0554 0.0370 -0.0022
0.0749 -0.1037 -0.1476
0.0553 -0.0004 -0.0260
0.0477 -0.1272 0.0074
-0.0201 -0.1640 -0.1504
-0.0369 0.0795 -0.0007
0.0347 0.0987 -0.0923
-0.1164 0.0511 -0.0231
-0.1130 0.0638 0.0848
-0.0235 -0.0085 0.0447
-0.0714 -0.0112 0.0121
0.2379 -0.6801 0.3285
0.4347 1.3485 -0.1513
-0.7983 -0.9309 -0.1096
0.0101 -0.4633 -0.1057
-0.3279 0.6258 -0.4960
-0.8460 -1.2923 -0.4835
0.4406 1.6955 -0.0519
0.4358 -1.4912 0.9022
0.2509 0.9512 -0.1217
0.5985 -0.2604 0.4925
-0.5694 -0.0561 -0.7332
0.4960 0.3994 0.1794
-0.6332 -0.1100 -1.1936
0.1383 0.5132 -0.0315
0.0414 0.0602 -0.0200
-0.1068 -0.2195 -0.0546
0.3606 0.0084 0.1428
-0.0515 0.0642 -0.0277
-0.4660 -0.3945 -0.2354
0.1952 -0.2161 0.0968
-0.0432 0.0024 0.0805
0.1513 0.2016 0.0597
-0.0447 -0.0263 -0.0693
-0.0035 -0.0287 -0.0210
0.0583 -0.0213 0.1164
-0.0446 0.0086 0.0539
-0.1221 -0.0396 -0.0234
-0.1201 -0.0367 -0.0358
-0.0211 0.0767 -0.0718
0.0196 0.0694 0.0117
-0.0005 -0.4418 -0.4135
-0.7935 0.3200 0.1472
0.1331 0.5313 -0.2505
-0.0757 -0.1030 0.4776
0.1061 0.7740 0.9612
0.6022 1.6168 -0.2156
0.0982 -1.2654 0.4999
0.2181 0.6396 0.1337
-0.0170 -0.2806 0.1081
0.0341 0.1299 -0.0644
-0.0181 -0.2422 0.1185
-0.1333 0.3657 -0.4572
-0.5251 -0.0639 0.0861
0.1068 0.2994 0.0146
-0.0311 0.0249 -0.0632
-0.0397 -0.0524 -0.0264
-0.0387 -0.0826 0.0122
0.0062 -0.0136 0.0857
-0.0434 0.0004 0.0065